Record 1
The following is a quantum chemistry calculation of the molecule C16H28N4O4, from OMol25.

Cartesian coordinates (Å):
O  2.27  2.77  -1.36
C  2.17  1.87  -0.56
C  3.35  1.47  0.33
N  3.64  0.05  0.28
C  4.70  -0.33  1.20
C  4.88  -1.85  1.15
O  5.21  -2.28  -0.15
C  4.21  -1.90  -1.06
C  4.01  -0.38  -1.07
N  1.02  1.17  -0.41
C  0.72  0.19  0.61
C  -0.30  0.78  1.59
N  -1.49  1.20  0.88
C  -2.69  0.69  1.26
O  -2.76  -0.13  2.16
C  -3.97  1.14  0.54
N  -4.54  0.23  -0.43
C  -5.21  -0.96  0.08
C  -4.27  -2.16  0.26
O  -3.56  -2.43  -0.93
C  -2.82  -1.31  -1.34
C  -3.74  -0.10  -1.58
C  -1.19  2.17  -0.15
C  -0.16  1.60  -1.13
H  3.12  1.74  1.36
H  4.20  2.08  0.00
H  5.65  0.16  0.95
H  4.41  -0.03  2.21
H  3.95  -2.33  1.49
H  5.71  -2.16  1.80
H  3.26  -2.39  -0.80
H  4.54  -2.25  -2.04
H  4.94  0.11  -1.40
H  3.21  -0.12  -1.76
H  1.63  -0.11  1.12
H  0.28  -0.69  0.12
H  -0.60  0.04  2.33
H  0.14  1.65  2.10
H  -4.71  1.28  1.33
H  -3.83  2.11  0.04
H  -5.69  -0.72  1.03
H  -5.98  -1.22  -0.65
H  -4.85  -3.06  0.48
H  -3.57  -1.96  1.08
H  -2.30  -1.60  -2.26
H  -2.07  -1.06  -0.56
H  -3.16  0.77  -1.90
H  -4.43  -0.37  -2.39
H  -2.09  2.46  -0.70
H  -0.77  3.07  0.32
H  0.14  2.36  -1.85
H  -0.58  0.73  -1.66

Properties
SMILES string = O=C(CN1CCOCC1)N1CCN(C(=O)CN2CCOCC2)CC1
Orbital gap = 8.82 eV
Total charge = 0
HOMO level = -8.19 eV



Record 2
The following is a quantum chemistry calculation of a cluster of 4 separate species, C16H28O6 in total in a non-equilibrium geometry, from OMol25.

Cartesian coordinates (Å):
O  4.44  -9.09  -16.01
C  5.48  -8.54  -15.89
C  6.29  -8.22  -14.68
C  7.13  -7.02  -15.15
C  7.21  -7.21  -16.67
O  6.02  -7.93  -16.98
H  5.69  -8.00  -13.80
H  6.98  -9.00  -14.35
H  6.78  -6.06  -14.78
H  8.16  -7.12  -14.80
H  7.09  -6.29  -17.24
H  8.09  -7.80  -16.94
O  8.38  -10.34  -15.92
C  8.84  -11.30  -15.37
C  10.10  -12.07  -15.81
C  10.47  -12.74  -14.49
C  9.14  -12.84  -13.77
O  8.33  -11.73  -14.20
H  9.75  -12.63  -16.68
H  10.79  -11.33  -16.22
H  10.87  -13.72  -14.74
H  11.12  -11.98  -14.05
H  8.67  -13.80  -14.02
H  9.12  -12.92  -12.68
C  7.85  -11.94  -19.42
C  8.37  -10.64  -19.94
C  8.71  -10.96  -21.41
O  8.63  -12.37  -21.55
C  8.65  -12.96  -20.25
H  6.78  -12.03  -19.57
H  8.04  -12.08  -18.35
H  9.28  -10.37  -19.39
H  7.78  -9.73  -19.83
H  9.66  -10.55  -21.77
H  7.91  -10.52  -22.02
H  9.65  -13.18  -19.85
H  8.16  -13.93  -20.35
C  12.61  -10.21  -10.43
C  13.79  -11.02  -10.89
C  13.15  -12.26  -11.61
O  11.79  -12.23  -11.14
C  11.70  -11.35  -10.01
H  12.21  -9.59  -11.23
H  12.87  -9.62  -9.55
H  14.38  -11.22  -9.98
H  14.53  -10.53  -11.53
H  13.71  -13.13  -11.25
H  13.24  -12.01  -12.66
H  11.92  -11.78  -9.03
H  10.68  -10.96  -10.00

Properties
SMILES string = O=C1CCCO1.O=C1CCCO1.C1CCOC1.C1CCOC1
Orbital gap = 9.93 eV
Total charge = 0
HOMO level = -9.50 eV
Energy relative to the best compared isomer or geometry (same formula, charge and spin) = 29.60 kcal/mol



Record 3
The following is a quantum chemistry calculation of a structure of composition C16H29CdNO9 in a non-equilibrium geometry, from OMol25.

Cartesian coordinates (Å):
Cd  0.08  0.56  0.44
C  -0.02  -2.25  2.54
C  0.52  -2.43  1.26
C  1.29  -3.81  0.95
O  1.61  -4.10  -0.24
C  1.69  -4.62  2.07
C  1.02  -4.45  3.21
C  0.08  -3.28  3.44
O  -0.65  -3.13  4.51
O  1.29  -5.34  4.13
O  0.52  -1.41  0.50
H  -0.70  -1.41  2.68
H  2.34  -5.44  1.81
C  3.39  1.95  -2.26
C  3.19  1.28  -0.96
O  1.93  0.63  -0.79
H  3.56  1.26  -3.08
H  4.20  2.67  -2.24
H  2.43  2.44  -2.47
H  3.35  1.98  -0.13
H  4.05  0.62  -0.98
C  -3.02  2.46  2.82
C  -2.41  1.03  2.83
O  -1.65  0.81  1.68
H  -2.13  3.09  2.85
H  -3.44  2.82  3.76
H  -3.80  2.70  2.10
H  -3.16  0.27  3.04
H  -1.92  0.89  3.79
O  1.34  0.92  2.13
H  2.24  0.87  2.47
H  0.79  0.98  2.91
C  -0.04  -2.34  -4.46
O  -0.75  -1.36  -3.63
C  -1.15  -1.86  -2.40
C  -1.95  -0.89  -1.59
N  -1.05  0.25  -1.27
C  -1.70  1.46  -1.55
C  -0.67  2.52  -1.28
O  -0.12  2.55  0.03
C  0.43  3.85  0.44
H  0.57  -1.92  -5.26
H  -0.76  -2.99  -4.96
H  0.58  -2.96  -3.82
H  -0.26  -2.28  -1.93
H  -1.82  -2.65  -2.75
H  -2.29  -1.25  -0.62
H  -2.76  -0.44  -2.17
H  -0.48  0.10  -2.09
H  -2.58  1.75  -0.98
H  -2.02  1.46  -2.60
H  -1.15  3.48  -1.47
H  0.19  2.39  -1.94
H  1.49  3.83  0.16
H  0.42  4.13  1.49
H  -0.13  4.60  -0.12

Properties
Orbital gap = 4.83 eV
Total charge = -2
HOMO level = -0.46 eV
Energy relative to the best compared isomer or geometry (same formula, charge and spin) = 113.47 kcal/mol



Record 4
The following is a quantum chemistry calculation of a structure of composition C16H30AgF3LiNO13PS3 in a non-equilibrium geometry, from OMol25.

Cartesian coordinates (Å):
Li  -2.88  -1.84  -1.78
Ag  2.49  -4.26  -1.18
O  -0.90  -1.81  -1.72
P  0.50  -1.35  -1.72
O  1.66  -2.23  -1.82
F  0.66  -0.59  -0.37
F  0.70  -0.16  -2.68
C  -1.44  1.78  -0.98
N  -2.49  2.72  -1.40
O  -2.55  3.00  -2.58
O  -3.28  3.08  -0.55
H  -1.47  1.62  0.09
H  -0.47  2.18  -1.25
H  -1.52  0.81  -1.47
C  0.71  -3.13  4.12
C  0.97  -1.66  3.70
C  1.43  -1.77  2.26
S  2.73  -2.99  2.36
O  3.94  -2.43  2.89
O  2.77  -3.75  1.12
C  1.93  -3.95  3.69
H  -0.20  -3.53  3.67
H  0.63  -3.18  5.20
H  1.79  -1.31  4.34
H  0.09  -1.05  3.87
H  1.79  -0.86  1.77
H  0.61  -2.22  1.70
H  2.70  -4.04  4.45
H  1.70  -4.92  3.28
C  -5.19  0.57  2.58
C  -4.51  -0.52  3.38
C  -3.88  -1.47  2.37
S  -3.21  -0.36  1.12
O  -3.64  -0.80  -0.21
O  -1.80  -0.18  1.34
C  -4.16  1.09  1.57
H  -5.55  1.41  3.16
H  -6.06  0.23  2.01
H  -5.20  -1.03  4.05
H  -3.76  -0.11  4.06
H  -4.63  -2.06  1.86
H  -3.07  -2.09  2.75
H  -4.55  1.50  0.64
H  -3.45  1.82  1.97
C  3.08  2.99  -0.90
C  2.99  1.87  0.15
C  1.93  2.29  1.17
S  1.48  4.02  0.84
O  1.51  4.71  2.09
O  0.31  4.11  0.00
C  2.94  4.32  -0.17
H  2.20  2.86  -1.55
H  3.96  2.93  -1.53
H  3.93  1.65  0.65
H  2.73  0.94  -0.35
H  2.37  2.38  2.17
H  1.04  1.67  1.33
H  3.75  4.53  0.52
H  2.75  5.16  -0.83
C  0.43  -0.51  -6.08
C  1.92  -0.55  -5.79
O  2.50  -0.49  -7.05
C  1.57  -0.85  -8.00
O  1.83  -1.06  -9.13
O  0.35  -0.93  -7.43
F  2.23  -1.80  -5.26
H  0.08  0.52  -5.98
H  -0.14  -1.16  -5.42
H  2.29  0.22  -5.12

Properties
Orbital gap = 8.48 eV
Total charge = +1
HOMO level = -12.41 eV
Energy relative to the best compared isomer or geometry (same formula, charge and spin) = 0.00 kcal/mol



no.,DFT total energy (hartree)
1,-1146.44123
2,-1077.84007
3,-1526.47654
4,-3650.46149